{
  "formula": "C48H129N5O28",
  "method": "the ωB97M-V functional and the def2-TZVPD basis",
  "homo_ev": -8.4,
  "molar_mass_g_mol": 1224.57,
  "e_tot_ha": -4286.2814,
  "elements": ["C", "O", "C", "C", "N", "C", "C", "O", "C", "H", "H", "H", "H", "H", "H", "H", "H", "H", "H", "H", "H", "H", "H", "H", "C", "O", "C", "C", "N", "C", "C", "O", "C", "H", "H", "H", "H", "H", "H", "H", "H", "H", "H", "H", "H", "H", "H", "H", "C", "O", "C", "C", "N", "C", "C", "O", "C", "H", "H", "H", "H", "H", "H", "H", "H", "H", "H", "H", "H", "H", "H", "H", "C", "O", "C", "C", "N", "C", "C", "O", "C", "H", "H", "H", "H", "H", "H", "H", "H", "H", "H", "H", "H", "H", "H", "H", "C", "O", "C", "C", "N", "C", "C", "O", "C", "H", "H", "H", "H", "H", "H", "H", "H", "H", "H", "H", "H", "H", "H", "H", "C", "C", "O", "O", "H", "H", "H", "H", "H", "H", "C", "C", "O", "O", "H", "H", "H", "H", "H", "H", "C", "C", "O", "O", "H", "H", "H", "H", "H", "H", "C", "C", "O", "O", "H", "H", "H", "H", "H", "H", "C", "C", "O", "O", "H", "H", "H", "H", "H", "H", "C", "C", "O", "O", "H", "H", "H", "H", "H", "H", "C", "C", "O", "O", "H", "H", "H", "H", "H", "H", "C", "C", "O", "O", "H", "H", "H", "H", "H", "H", "C", "C", "O", "O", "H", "H", "H", "H", "H", "H"],
  "xyz": [[3.3407, 3.3969, -0.3867], [2.4590, 2.6887, -1.2490], [3.0067, 2.5838, -2.5115], [1.9431, 2.1330, -3.4889], [0.9115, 3.1613, -3.5539], [0.5682, 3.4322, -4.9214], [-0.4072, 4.5806, -5.0389], [-1.4953, 4.1881, -4.2247], [-2.6763, 5.0455, -4.4451], [2.9285, 3.4029, 0.6349], [3.3576, 4.4098, -0.8397], [4.3813, 2.9553, -0.4625], [3.9257, 1.8990, -2.5256], [3.4238, 3.4921, -2.7811], [1.6065, 1.1886, -3.1195], [2.3589, 2.0684, -4.5095], [0.1882, 2.7349, -2.9753], [0.2345, 2.4450, -5.3740], [1.4532, 3.7410, -5.4343], [-0.7908, 4.7161, -6.0988], [-0.0205, 5.4845, -4.6212], [-3.5247, 4.4157, -4.0765], [-2.8202, 5.3333, -5.4655], [-2.5570, 6.0068, -3.9377], [-5.3616, 3.2589, -0.2703], [-4.4325, 4.0415, 0.4492], [-4.3910, 5.4101, 0.1304], [-3.4272, 6.0525, 1.1225], [-2.2261, 5.3523, 1.3335], [-1.1833, 5.8860, 2.2126], [-0.0895, 4.8457, 2.3412], [-0.6792, 3.6465, 2.8409], [0.2740, 2.6635, 3.1414], [-6.3753, 3.3847, 0.0940], [-5.2063, 2.2126, -0.2024], [-5.3155, 3.4914, -1.3479], [-5.3377, 5.9444, 0.2471], [-4.1186, 5.5413, -0.9148], [-4.0382, 6.2016, 2.0678], [-3.1414, 7.0572, 0.8698], [-2.4265, 4.3848, 1.6057], [-1.5660, 6.1664, 3.1903], [-0.8158, 6.8145, 1.8806], [0.6955, 5.1720, 3.0752], [0.3907, 4.6375, 1.3005], [-0.2393, 1.8235, 3.5281], [1.0390, 3.0047, 3.8741], [0.9173, 2.4698, 2.2834], [-1.2412, 2.7997, -0.5008], [-0.8283, 1.6019, -1.2330], [-1.1597, 0.4714, -0.5162], [0.0575, -0.0954, 0.3358], [1.3097, 0.1999, -0.4078], [2.4675, 0.1520, 0.4443], [2.9501, -1.2227, 0.8368], [3.3253, -2.1202, -0.2404], [4.3444, -1.5920, -1.1094], [-0.8285, 2.8287, 0.5084], [-2.3000, 2.8304, -0.4865], [-0.7428, 3.5811, -1.0898], [-1.3945, -0.3675, -1.1817], [-2.0802, 0.6486, 0.0828], [-0.2125, -1.1210, 0.4026], [0.0657, 0.3980, 1.3278], [1.2991, 1.1377, -0.7488], [2.1565, 0.6462, 1.3952], [3.2779, 0.7567, -0.0181], [2.1545, -1.7304, 1.4388], [3.8685, -1.0781, 1.4778], [3.9269, -0.8800, -1.8336], [4.7056, -2.4632, -1.6734], [5.1670, -1.1116, -0.5498], [2.4478, 1.9937, -8.2300], [1.0698, 1.8660, -8.2707], [0.6272, 0.5393, -8.3800], [-0.8534, 0.5739, -8.0993], [-1.1969, 0.9241, -6.7812], [-1.2945, -0.1836, -5.8190], [-1.6693, 0.1828, -4.3999], [-3.0280, 0.6061, -4.3408], [-3.4609, 0.7317, -3.0415], [2.9473, 1.3659, -7.4796], [2.7489, 3.0709, -8.1005], [2.8973, 1.6192, -9.1715], [1.1293, -0.0843, -7.6303], [0.7152, 0.0743, -9.3307], [-1.3797, -0.3171, -8.4046], [-1.1964, 1.3462, -8.7949], [-2.0335, 1.4661, -6.8192], [-0.3484, -0.6284, -5.8214], [-1.9652, -0.9962, -6.1720], [-1.0537, 0.8883, -3.9315], [-1.5218, -0.7631, -3.8575], [-4.4343, 1.0966, -3.0416], [-2.7967, 1.4257, -2.4470], [-3.4340, -0.2037, -2.5474], [-6.7052, -6.8389, 0.4301], [-6.5494, -6.1256, -0.8204], [-7.5044, -5.1985, -1.1662], [-6.8037, -3.9084, -1.5464], [-6.1939, -3.1991, -0.4204], [-5.9990, -1.7704, -0.8278], [-4.9150, -1.1449, -0.0462], [-5.1879, -1.4733, 1.2985], [-4.3117, -0.8890, 2.2764], [-5.9182, -7.5304, 0.4728], [-7.6652, -7.3713, 0.4231], [-6.6828, -6.1627, 1.2594], [-8.1422, -4.9163, -0.3020], [-8.1142, -5.6368, -1.9567], [-7.5285, -3.3044, -2.1392], [-5.9708, -4.1214, -2.3252], [-6.8320, -3.1654, 0.3638], [-6.9319, -1.2312, -0.7258], [-5.6758, -1.7500, -1.8996], [-5.0122, -0.0515, -0.1612], [-3.9779, -1.5479, -0.3435], [-4.6804, -1.1028, 3.2939], [-4.3122, 0.1939, 2.1133], [-3.2826, -1.2391, 2.2077], [6.5322, 0.3212, 3.7705], [5.3711, 0.9868, 4.4261], [4.1368, 0.7207, 3.8058], [7.1501, 1.2339, 2.8282], [6.3088, -0.6589, 3.2650], [7.2726, 0.0189, 4.5043], [5.6344, 2.0913, 4.5030], [5.2437, 0.7545, 5.4765], [4.2456, 0.9704, 2.8808], [7.6768, 1.9124, 3.2683], [1.5342, 1.3027, 6.5850], [2.7196, 1.8869, 7.3096], [3.4179, 2.6747, 6.3455], [1.8031, 0.8611, 5.2198], [0.9481, 2.2026, 6.4068], [0.9831, 0.4331, 7.0386], [3.3759, 1.1571, 7.6699], [2.4253, 2.4941, 8.1306], [3.9343, 3.3197, 6.7248], [2.6889, 1.2439, 4.9529], [1.3141, 6.2341, -1.6541], [-0.0103, 6.9962, -2.0659], [-0.8537, 7.1967, -0.9588], [2.0774, 5.7549, -2.7192], [0.9546, 5.4282, -0.9546], [1.9694, 6.8480, -1.0050], [-0.4649, 6.3524, -2.8394], [0.2788, 7.9699, -2.4444], [-1.1320, 6.3239, -0.5587], [1.6890, 4.9334, -3.0553], [5.5875, -3.2630, 1.9874], [6.0202, -3.5334, 3.4452], [7.4286, -3.5924, 3.6661], [5.8802, -4.3940, 1.1878], [5.9440, -2.3132, 1.5394], [4.4665, -3.1711, 2.0393], [5.5948, -4.4935, 3.8926], [5.6718, -2.6885, 4.0286], [7.8516, -4.2666, 3.0920], [5.0401, -4.8945, 0.9930], [-0.0034, -2.4532, -2.5607], [0.6764, -3.7186, -1.9295], [1.1918, -3.5989, -0.6475], [0.9679, -1.4318, -2.8554], [-0.7287, -1.9373, -1.9314], [-0.5319, -2.8444, -3.4934], [1.4464, -4.0014, -2.7325], [-0.0608, -4.5435, -1.9055], [1.9513, -3.0164, -0.7255], [1.2065, -0.9664, -2.0659], [2.2016, -4.2179, 5.5083], [2.3919, -2.7262, 5.0477], [2.0579, -1.8496, 6.1076], [2.9624, -5.0880, 4.7460], [1.1017, -4.4701, 5.5362], [2.4811, -4.2348, 6.6215], [1.8524, -2.5582, 4.0838], [3.4552, -2.6698, 4.7741], [2.1497, -0.9749, 5.8065], [2.5213, -5.2528, 3.9473], [-1.3310, -2.3062, 5.4210], [-1.4028, -1.4593, 4.1728], [-0.0822, -0.9907, 3.8133], [-0.7128, -1.6818, 6.5779], [-0.7808, -3.1818, 5.2318], [-2.3831, -2.4207, 5.6857], [-2.0782, -0.6321, 4.1297], [-1.5905, -2.0978, 3.2991], [0.2904, -0.3833, 4.4656], [0.2529, -1.8994, 6.5265], [2.3084, -5.8687, 1.3482], [2.2797, -6.4858, -0.0087], [2.7986, -7.8043, -0.1651], [3.6526, -5.6440, 1.7328], [1.7605, -6.5139, 2.0423], [1.8662, -4.8544, 1.3142], [2.8737, -5.7396, -0.6584], [1.1903, -6.4517, -0.3462], [2.0932, -8.3858, 0.1625], [3.8296, -6.2330, 2.4596], [-2.9979, -4.7237, -0.5778], [-2.1005, -4.6261, 0.6287], [-1.6195, -3.2940, 0.7475], [-3.7472, -5.9413, -0.5753], [-2.3490, -4.7147, -1.5022], [-3.5936, -3.8088, -0.6579], [-1.2980, -5.3685, 0.6581], [-2.7693, -4.7778, 1.5067], [-0.7350, -3.2030, 0.3621], [-4.6743, -5.6544, -0.5075]],
  "mulliken_charge": [-0.983, 0.385, -1.489, 0.219, 1.946, -0.585, -1.444, 0.059, -0.912, 0.002, 0.329, 0.360, 0.397, 0.905, -0.571, 0.514, -1.330, 0.520, 0.486, 0.386, 0.525, 0.134, 0.416, 0.223, -0.362, -0.323, -0.382, -1.039, 0.453, -1.397, 0.590, -0.528, -0.584, 0.378, -0.305, 0.278, 0.440, 0.233, 0.406, 0.476, 0.197, 0.402, 0.525, 0.511, -0.457, 0.198, 0.230, 0.136, -0.504, 1.866, 0.472, 0.193, 2.063, 0.409, 0.579, -0.297, -0.968, -0.276, 0.350, -0.533, -1.973, 0.661, 0.022, -0.325, -0.929, -1.171, 0.384, -0.451, -0.126, 0.050, 0.295, 0.330, -0.815, -0.255, -0.535, -1.098, 0.201, -1.772, 1.497, -0.593, -0.635, 0.304, 0.228, 0.373, 0.302, 0.501, 0.445, 0.455, 0.176, 0.652, 0.414, -0.473, -0.119, 0.549, 0.192, 0.038, -0.808, -0.422, -0.812, -0.547, -0.049, -1.302, 2.222, -0.544, -0.181, 0.287, 0.373, 0.297, 0.382, 0.358, 0.466, 0.267, 0.213, 0.441, 0.402, -0.917, -0.496, 0.327, 0.227, -0.155, -0.613, -0.114, -0.092, -0.544, 0.045, 0.364, 0.268, 0.349, -0.162, 0.330, -0.256, -0.786, -0.495, 0.299, 0.289, 0.300, 0.291, 0.531, 0.293, -0.099, -0.014, 0.046, -0.563, -0.664, -0.270, 0.496, -0.298, 0.422, 0.102, -0.039, 0.746, -0.166, -0.619, -0.699, 0.148, -0.304, 0.261, -0.055, 0.357, 0.456, 0.665, -0.956, 0.724, -0.555, -0.857, 0.567, 0.338, 0.381, -0.114, -0.057, -0.753, 1.057, -0.778, -0.462, 0.235, 0.238, -0.242, 0.018, 0.155, 0.248, -0.904, 0.320, 0.314, -0.642, 0.177, 0.434, 0.433, -0.257, -0.327, 0.444, -0.203, -0.078, -0.581, -0.478, 0.544, 0.010, 0.023, 0.263, 0.366, 0.197, 0.784, -0.389, 0.170, -0.643, -0.208, -0.326, 0.122, 0.232, -0.341, 0.403]
}